1.
The following is a DFT calculation (ωB97M-V/def2-TZVPD) of C27H36GeN2O3PS3Ta as an isolated structure in a non-equilibrium geometry.

```
74
Properties=species:S:1:pos:R:3:forces:R:3:mulliken_spin:R:1
Ta 0.40212 0.15894 -1.14482 2.1 4.4 3.0 1.119
C 1.24725 -2.78103 -5.85567 -0.1 -0.1 0.3 0.000
C 0.32558 -3.53028 -4.90863 -0.2 0.1 -0.4 0.001
O 0.93516 -3.73714 -3.64753 0.1 0.1 0.5 0.007
P 0.92525 -2.62024 -2.46638 1.1 -1.3 -0.4 0.007
S -0.72327 -1.51547 -2.73351 -0.2 0.1 0.5 -0.005
S 1.42084 -3.55916 -0.82150 -0.5 0.9 -0.5 -0.003
O 2.13011 -1.58248 -2.93253 -1.2 0.0 0.3 0.045
C 3.46704 -2.05670 -2.85530 0.7 -0.1 0.2 -0.001
C 4.35430 -1.07759 -3.59696 -0.3 -0.1 0.1 0.002
H 0.78933 -2.71446 -6.83965 0.0 0.0 -0.1 0.000
H 2.20390 -3.29647 -5.92737 0.1 0.0 -0.1 0.000
H 1.42177 -1.77709 -5.47560 0.0 0.1 0.0 -0.001
H 0.09510 -4.53127 -5.28687 0.0 0.1 0.0 0.000
H -0.61140 -2.97317 -4.77514 0.1 -0.2 -0.1 0.001
H 3.52119 -3.05713 -3.29940 0.0 0.1 0.1 0.001
H 3.75739 -2.13004 -1.80142 0.0 -0.1 -0.1 0.002
H 4.01416 -0.97644 -4.62468 0.0 0.0 -0.1 0.000
H 5.38293 -1.42777 -3.59407 0.1 0.0 0.0 0.001
H 4.29741 -0.10752 -3.11141 0.1 0.2 0.0 -0.001
C 0.77000 0.52547 0.75120 -1.3 -1.7 -3.2 -0.259
Ge -0.32321 -0.22216 2.11564 -0.2 0.1 0.1 0.064
C -1.16612 -1.94984 1.58511 0.2 0.5 0.3 -0.043
C -2.13311 -1.97274 0.58636 -0.1 0.1 0.0 0.058
C -2.67178 -3.16985 0.14892 -0.1 -0.1 -0.1 0.015
C -2.23792 -4.36839 0.69238 -0.1 -0.1 0.0 -0.001
C -1.26128 -4.36138 1.67179 0.0 -0.1 0.1 0.001
C -0.73726 -3.15839 2.11396 0.1 0.0 0.2 0.001
C 0.54687 -0.48453 3.90180 -0.2 0.0 -0.6 0.002
C -0.15088 -1.07187 4.94736 -0.2 0.0 -0.1 -0.001
C 0.40959 -1.20326 6.20408 0.0 -0.1 0.2 0.000
C 1.69024 -0.73360 6.43735 0.1 0.0 0.1 0.000
C 2.40455 -0.15226 5.40378 0.2 0.1 0.2 -0.003
C 1.83653 -0.03518 4.14692 0.0 0.1 -0.2 -0.011
C -1.80137 1.07370 2.49365 0.5 -0.5 -0.1 -0.010
C -1.42969 2.39404 2.71442 0.1 -0.1 0.0 0.001
C -2.37636 3.37416 2.94274 0.0 0.2 0.0 0.000
C -3.72368 3.04998 2.94293 -0.1 0.1 0.0 -0.001
C -4.10735 1.73901 2.71883 -0.3 0.0 0.0 0.001
C -3.15275 0.75879 2.50148 0.0 -0.2 0.0 -0.005
H -2.46879 -1.04111 0.14318 0.0 0.0 0.0 -0.041
H -3.42727 -3.17693 -0.62693 0.0 0.0 0.0 0.001
H -2.65131 -5.30766 0.34579 0.0 0.0 0.0 0.000
H -0.89948 -5.29559 2.08272 0.0 0.0 0.0 0.000
H 0.03318 -3.15734 2.87426 0.1 0.0 0.1 0.000
H -1.15434 -1.42792 4.76588 -0.2 -0.1 0.1 0.000
H -0.14698 -1.66447 7.00858 -0.1 0.0 0.0 0.000
H 2.13143 -0.82139 7.42222 0.0 0.0 0.0 0.000
H 3.40700 0.21321 5.58901 0.0 0.0 0.0 0.000
H 2.39175 0.41304 3.33405 0.1 0.1 -0.1 0.008
H -0.37502 2.64007 2.69664 0.1 0.1 0.0 -0.002
H -2.06480 4.39592 3.11483 0.0 0.1 0.0 0.000
H -4.46928 3.81894 3.11203 0.0 0.0 0.0 0.000
H -5.15923 1.48215 2.71302 0.0 0.0 0.0 0.000
H -3.46641 -0.26329 2.32844 0.0 0.0 0.0 0.000
N -3.36069 3.75449 -2.99935 0.1 0.2 -0.2 0.003
C -2.35130 2.90738 -2.62615 0.1 0.4 -0.5 -0.001
N -1.11342 3.19834 -3.02280 -0.2 0.1 0.0 -0.001
S -2.73578 1.57704 -1.71744 0.4 -0.8 0.6 0.021
H -3.23265 4.36878 -3.79040 0.0 -0.1 0.1 -0.001
H -4.28682 3.39299 -2.85157 0.0 0.0 0.0 0.000
H -0.94592 4.10390 -3.43284 -0.1 0.0 0.0 0.000
H -0.27766 2.76576 -2.52496 0.1 0.1 -0.2 0.003
C 2.69846 3.04514 -0.19012 -0.2 0.1 -0.3 0.028
C 1.52511 3.42678 -1.09789 0.3 0.4 0.5 -0.002
C 0.39399 4.03002 -0.24697 0.3 -0.1 -0.3 -0.001
O 1.09295 2.34761 -1.85776 -1.3 -2.8 -0.1 0.010
H 3.10732 3.92741 0.30187 0.1 0.1 0.1 0.001
H 3.48279 2.57310 -0.77947 0.1 -0.1 -0.1 0.000
H 2.33670 2.33052 0.54741 0.1 0.0 0.1 -0.016
H 1.88043 4.19690 -1.81953 -0.1 -0.1 0.2 0.000
H -0.09824 3.21689 0.28346 0.0 0.0 0.1 0.004
H -0.33868 4.54553 -0.86545 -0.1 0.0 0.0 0.001
H 0.80178 4.74464 0.46402 0.0 0.1 0.2 -0.001
```
Positions in Å, forces in eV/Å.

Values from the calculation:
- HOMO level (spin up / spin down) (Eh) = -0.137 / -0.152
- multiplicity = 2
- DFT total energy (eV) = -137569.197
- Kohn-Sham gap (spin up / spin down) (eV) = 6.2 / 6.6
- net charge = -1

---

2.
The following is a DFT calculation (ωB97M-V/def2-TZVPD) of an isolated ion of composition C3H11N2Si and charge +1 in a non-equilibrium geometry.

```
17
Properties=species:S:1:pos:R:3:forces:R:3:mulliken_spin:R:1
C -1.65464 -0.00660 0.20464 8.3 -0.7 3.9 0.735
C 2.87485 -0.13253 0.30771 1.5 -2.6 -2.4 0.003
C -0.07081 0.27030 0.62638 -2.7 0.7 0.4 -0.029
N -2.56948 0.89445 0.45943 0.3 2.8 1.6 0.584
N -1.78183 -0.94278 -0.74407 -3.3 -3.0 -4.2 0.772
Si 1.29416 -0.13970 -0.69752 -1.7 -0.5 0.9 0.013
H 3.00563 -1.02066 0.94127 -0.5 0.4 0.1 0.000
H 3.84591 -0.11653 -0.25086 -0.9 -0.2 -0.2 0.001
H 2.97059 0.75984 0.80143 -0.4 2.2 1.8 0.001
H -0.10692 1.36864 0.66096 0.5 0.1 -0.1 0.008
H 0.08739 0.02076 1.72753 0.0 -0.3 -1.5 0.020
H -2.46894 1.57007 1.23312 -0.3 -0.6 -0.7 -0.017
H -3.38473 0.70386 0.03145 -4.1 0.2 -1.3 -0.027
H -0.98569 -1.58511 -0.87929 -0.4 0.3 0.0 -0.030
H -2.65418 -1.13723 -1.36644 2.0 0.7 1.3 -0.037
H 0.58972 -1.39332 -1.34575 1.4 0.5 0.4 0.003
H 1.00897 0.88655 -1.70998 0.5 0.1 -0.2 0.001
```
Positions in Å, forces in eV/Å.

Values from the calculation:
- HOMO level (spin up / spin down) (Eh) = -0.379 / -0.544
- multiplicity = 3
- DFT total energy (eV) = -14134.788
- Kohn-Sham gap (spin up / spin down) (eV) = 7.0 / 6.2
- net charge = +1

---

3.
The following is a DFT calculation (ωB97M-V/def2-TZVPD) of the molecule C10H10O in a non-equilibrium geometry.

```
21
Properties=species:S:1:pos:R:3:forces:R:3:mulliken_charge:R:1
C 2.00914 2.54273 -0.36633 -1.6 -2.8 4.4 -0.938
C 1.09020 1.78466 0.36798 2.4 2.3 -1.2 -0.149
C 0.88583 0.99795 1.60745 1.8 -1.6 0.2 -0.404
C -0.23785 1.24709 0.68102 -0.5 -0.5 -1.2 -0.230
C -0.70538 -0.02562 0.06626 -1.2 2.1 0.0 0.363
C -1.90357 -0.60102 0.45580 0.0 -1.4 0.7 -0.664
C -2.10470 -1.94893 0.09164 0.1 2.8 0.3 -0.462
C -1.24356 -2.55638 -0.78248 0.0 0.5 1.5 -0.528
C -0.11018 -1.95757 -1.22967 0.5 -0.9 -1.7 -0.578
C 0.07947 -0.63079 -0.87852 1.3 -1.4 -2.2 0.869
O 1.04175 -0.10592 -1.68276 2.0 5.0 2.2 -0.674
H 2.96007 2.72804 0.10758 0.2 -0.3 0.1 0.227
H 1.97897 2.85300 -1.34253 -1.0 1.0 -2.2 0.430
H 0.80067 1.46115 2.56445 0.4 0.2 0.6 0.322
H 1.24901 -0.10092 1.57429 -0.4 2.1 0.2 0.218
H -0.90505 1.98441 1.08214 -0.7 0.2 -0.3 0.515
H -2.59944 -0.09279 1.15607 0.7 -0.3 -0.5 0.339
H -2.85170 -2.48801 0.58876 -1.2 -0.7 0.2 0.407
H -1.46074 -3.54930 -0.82835 -0.1 -2.9 -1.1 0.404
H 0.59429 -2.46616 -1.98721 -1.2 1.0 1.4 0.282
H 1.43278 0.92439 -1.24562 -1.7 -4.4 -1.6 0.252
```
Positions in Å, forces in eV/Å.

Values from the calculation:
- HOMO level (Eh) = -0.295
- DFT total energy (eV) = -12575.550
- Kohn-Sham gap (eV) = 8.6
- SMILES string = C=C1C[C@@H]1c1ccccc1O
- net charge = 0

---

4.
The following is a DFT calculation (ωB97M-V/def2-TZVPD) of the molecule C3H11N3 in a non-equilibrium geometry.

```
17
Properties=species:S:1:pos:R:3:forces:R:3:mulliken_charge:R:1
N -2.79677 -0.48589 -0.27462 -1.5 -2.6 -0.7 -0.595
C -1.39780 -0.52689 -0.02014 0.3 -4.1 -2.8 -0.169
C -0.64057 0.60771 -0.56144 3.6 0.8 1.4 -0.746
N 0.86774 0.22075 -0.64716 -1.6 1.9 -0.7 -0.306
C 1.76517 0.66237 0.45633 1.6 0.4 -2.3 -0.300
N 2.63902 -0.45808 0.65267 1.0 -1.9 1.0 -0.595
H -3.39310 0.16170 0.11204 -0.6 3.0 1.1 0.190
H -3.27241 -1.29789 0.14470 0.8 -0.2 -0.7 0.232
H -1.05401 -1.46252 -0.78951 -0.5 2.1 2.4 0.178
H -1.18568 -0.85423 1.00490 0.7 0.5 -0.1 0.220
H -0.81645 1.01939 -1.50191 -1.3 -0.4 -2.0 0.380
H -0.81534 1.50694 0.01949 0.4 0.3 0.8 0.318
H 1.19980 0.42759 -1.63689 -0.3 0.0 2.1 0.227
H 1.23624 0.98757 1.33895 -0.5 -0.3 0.2 0.352
H 2.53041 1.51430 0.24814 -1.8 -0.7 -0.4 0.159
H 2.55922 -0.87088 1.59775 0.0 -0.1 -1.3 0.201
H 2.57453 -1.15193 -0.14331 -0.2 1.1 1.8 0.255
```
Positions in Å, forces in eV/Å.

Values from the calculation:
- HOMO level (Eh) = -0.314
- DFT total energy (eV) = -7757.400
- Kohn-Sham gap (eV) = 9.7
- SMILES string = NCCNCN
- net charge = 0

---

5.
The following is a DFT calculation (ωB97M-V/def2-TZVPD) of an isolated ion of composition C4H9N2O2 and charge +1 in a non-equilibrium geometry.

```
17
Properties=species:S:1:pos:R:3:forces:R:3:mulliken_charge:R:1
C 0.61208 -1.36719 -0.81286 2.9 -0.4 5.5 -0.121
N 0.89089 -0.22869 -0.20920 -0.7 -0.7 -1.5 0.068
C 1.51225 0.04384 1.11296 2.4 1.0 1.4 -0.783
C 0.38961 1.00587 -0.91505 -2.3 -0.8 2.2 -0.403
O -0.87736 1.44951 -0.15579 3.3 1.2 -1.2 -0.359
C -2.07245 0.96292 0.28026 1.6 -0.5 -1.3 0.197
N -2.54427 -0.19466 0.21757 -1.5 -1.3 0.7 -0.375
O -1.85314 -1.38798 -0.31149 1.4 1.5 1.9 -0.354
H 0.93872 -2.40913 -0.31641 -0.9 2.6 -1.3 0.343
H 0.25379 -1.23770 -1.74426 -1.4 -0.3 -3.0 0.289
H 2.61286 0.40492 0.98081 -1.8 -0.7 -0.4 0.331
H 1.06712 0.99107 1.59418 0.0 -1.9 -0.7 0.327
H 1.67152 -0.84164 1.83230 -1.1 1.2 -1.4 0.335
H 0.26374 0.97129 -1.99505 -0.7 -1.0 0.1 0.406
H 1.15670 1.73750 -0.81443 0.0 1.0 0.9 0.333
H -2.62288 1.82520 0.72399 0.1 -1.1 -0.4 0.373
H -1.39919 -1.72513 0.53247 -1.4 0.4 -1.5 0.393
```
Positions in Å, forces in eV/Å.

Values from the calculation:
- HOMO level (Eh) = -0.507
- DFT total energy (eV) = -11356.919
- Kohn-Sham gap (eV) = 8.6
- SMILES string = C=[N+](C)CO/C=N\O
- net charge = +1

---

6.
The following is a DFT calculation (ωB97M-V/def2-TZVPD) of an isolated ion of composition C6H14N3O and charge +1 in a non-equilibrium geometry.

```
24
Properties=species:S:1:pos:R:3:forces:R:3:mulliken_charge:R:1
C 0.91412 -2.58886 -0.24323 0.0 1.3 0.8 -0.728
C 0.42757 -1.66199 0.59208 -1.7 -1.5 -0.4 -0.128
N -0.04240 -0.24521 0.02154 1.6 -2.2 1.8 0.421
N -1.14601 0.43762 0.56053 -0.8 -0.6 0.4 -0.910
C -2.34608 0.18565 0.15279 -0.6 -0.3 0.1 0.751
N -3.32005 0.99612 0.61741 -0.7 -0.5 -0.5 -0.394
O -2.71239 -0.82514 -0.69038 -0.6 1.1 0.3 -0.468
C 1.08942 0.70457 0.33885 3.9 0.0 2.1 0.712
C 0.95166 1.89468 -0.50555 -2.4 1.1 -2.7 -1.321
C 2.52215 0.08808 0.09697 1.5 1.6 -0.6 -1.322
H 1.28551 -3.57101 0.04466 -0.4 0.3 0.4 0.294
H 1.12225 -2.34880 -1.25303 0.1 0.2 -1.1 0.317
H 0.10354 -2.04102 1.59499 0.3 1.6 -0.7 0.335
H -0.14814 -0.39294 -0.97848 0.2 0.1 -0.4 0.457
H -3.26105 1.68629 1.33926 0.9 0.1 0.2 0.226
H -4.24180 0.91862 0.24462 -0.4 -0.2 -0.2 0.136
H -3.69916 -0.81895 -0.87380 1.7 0.0 0.3 0.339
H 1.04037 1.00101 1.45823 -0.6 -0.8 -1.9 0.184
H 1.33762 1.88233 -1.54967 0.0 -1.1 0.5 0.359
H -0.17089 1.94173 -0.63613 1.2 1.1 0.1 0.292
H 1.37925 2.84337 -0.23540 -0.1 0.2 1.2 0.412
H 2.48690 -0.54012 -0.77380 0.1 -0.2 -0.6 0.352
H 3.11457 -0.45935 0.83175 -1.0 -0.2 0.6 0.363
H 3.31305 0.91331 -0.15424 -1.9 -1.0 0.2 0.322
```
Positions in Å, forces in eV/Å.

Values from the calculation:
- HOMO level (Eh) = -0.504
- DFT total energy (eV) = -12957.610
- Kohn-Sham gap (eV) = 10.9
- SMILES string = C=C[N@@H+](/N=C(/N)O)C(C)C
- net charge = +1